[1]
Computed, not measured: a single C3H4Br2S molecule at a distorted geometry, with ωB97M-V with the def2-TZVPD basis set.

## Properties
Frontier orbital gap in eV: 10.21
SMILES: C=C(Br)[C@H](S)Br
Energy above the lowest of the compared OMol25 structures with the same formula, charge and spin in kJ/mol: 69.6
Largest force on an atom in eV Å⁻¹: 3.45
E_tot in eV: -154094.76304

Each line ends with the Mulliken charge.
Atoms and positions in Å:
C  -1.004932  -1.008842  1.075682  -0.74
C  0.107123  -0.571643  0.408866  0.31
Br  1.744306  -1.529684  0.356464  -0.07
C  0.080369  0.828033  -0.237917  -0.36
S  0.073343  0.856937  -2.102432  -0.13
Br  1.481000  1.833716  0.540781  -0.03
H  -1.035623  -2.043122  1.368217  0.32
H  -1.866680  -0.369604  0.892596  0.26
H  -0.947636  1.319474  0.104704  0.30
H  1.368730  0.684732  -2.406963  0.16

Cartesian forces, eV/Å:
2.216 0.638 -2.567
-1.841 0.382 0.796
-0.460 0.027 -0.120
-1.900 -0.539 0.188
-0.448 0.037 0.776
0.584 0.919 0.219
-0.332 0.019 0.586
-0.146 -0.435 0.650
2.260 -0.979 -1.017
0.068 -0.068 0.490



[2]
Computed, not measured: 8 unconnected molecules or ions with the total composition C28H75N3O11 at a distorted geometry, with ωB97M-V with the def2-TZVPD basis set.

## Properties
Frontier orbital gap in eV: 9.17
SMILES: COCCNCCOC.COCCNCCOC.COCCNCCOC.CCO.CCO.CCO.CCO.CCO
Energy above the lowest of the compared OMol25 structures with the same formula, charge and spin in kJ/mol: 731.0
Largest force on an atom in eV Å⁻¹: 14.68
E_tot in eV: -57232.57861

Each line ends with the Mulliken charge.
Atoms and positions in Å:
C  -17.406000  -22.558000  -1.349000  -0.80
O  -16.090000  -22.982000  -1.216000  -0.12
C  -15.679000  -23.285000  0.106000  -0.30
C  -16.616000  -24.356000  0.756000  0.03
N  -15.996000  -25.058000  1.892000  -0.51
C  -16.776000  -26.295000  2.020000  0.53
C  -16.262000  -27.059000  3.167000  -0.98
O  -16.626000  -28.198000  3.226000  -0.29
C  -16.523000  -28.813000  4.505000  -1.19
H  -17.574000  -22.439000  -2.454000  0.25
H  -17.645000  -21.570000  -0.983000  0.32
H  -18.142000  -23.320000  -1.026000  0.26
H  -15.618000  -22.293000  0.497000  0.62
H  -14.672000  -23.692000  0.093000  -0.24
H  -16.911000  -25.052000  -0.015000  -0.60
H  -17.544000  -23.796000  1.070000  0.61
H  -16.329000  -24.542000  2.699000  0.57
H  -16.666000  -26.935000  1.151000  -0.59
H  -17.833000  -26.084000  2.126000  0.77
H  -16.408000  -26.558000  4.156000  0.51
H  -15.137000  -27.153000  3.077000  0.29
H  -16.466000  -29.908000  4.436000  0.36
H  -17.280000  -28.542000  5.250000  0.39
H  -15.584000  -28.671000  4.986000  0.49
C  -19.615000  -26.501000  -0.071000  -0.75
O  -19.605000  -26.743000  -1.455000  -0.50
C  -18.440000  -26.232000  -2.059000  1.14
C  -18.316000  -26.800000  -3.478000  -1.26
N  -16.983000  -26.503000  -3.937000  -0.02
C  -16.796000  -25.095000  -4.188000  0.16
C  -15.457000  -25.017000  -4.924000  -1.57
O  -14.458000  -25.420000  -4.406000  0.85
C  -13.258000  -25.195000  -5.123000  -1.17
H  -20.549000  -26.732000  0.528000  0.37
H  -19.330000  -25.525000  0.259000  0.25
H  -18.852000  -27.081000  0.380000  0.26
H  -17.533000  -26.420000  -1.427000  -0.46
H  -18.481000  -25.085000  -2.152000  -0.05
H  -19.112000  -26.432000  -4.104000  0.47
H  -18.432000  -27.886000  -3.450000  0.32
H  -16.357000  -26.768000  -3.183000  -0.37
H  -16.698000  -24.465000  -3.312000  -0.47
H  -17.585000  -24.692000  -4.741000  0.87
H  -15.383000  -23.938000  -5.179000  0.36
H  -15.572000  -25.577000  -5.890000  0.41
H  -13.340000  -25.697000  -6.062000  0.42
H  -12.449000  -25.566000  -4.453000  0.28
H  -13.048000  -24.092000  -5.298000  0.24
C  -14.403000  -29.496000  0.929000  -0.70
O  -13.085000  -29.058000  1.024000  0.19
C  -12.699000  -28.455000  2.228000  -0.93
C  -12.923000  -29.333000  3.474000  -0.30
N  -12.147000  -28.651000  4.511000  -0.19
C  -12.056000  -29.472000  5.720000  -0.56
C  -10.991000  -28.717000  6.566000  -0.48
O  -10.704000  -29.095000  7.710000  -0.36
C  -11.817000  -29.272000  8.535000  -0.69
H  -14.565000  -29.612000  -0.132000  0.13
H  -15.161000  -28.773000  1.275000  -0.04
H  -14.456000  -30.421000  1.498000  0.55
H  -13.094000  -27.457000  2.308000  0.16
H  -11.677000  -28.157000  2.119000  0.65
H  -12.590000  -30.400000  3.353000  0.48
H  -14.006000  -29.453000  3.738000  -0.16
H  -12.589000  -27.724000  4.723000  0.28
H  -11.754000  -30.499000  5.486000  0.27
H  -13.025000  -29.482000  6.182000  0.29
H  -11.133000  -27.649000  6.564000  0.40
H  -10.011000  -28.854000  6.096000  0.30
H  -11.509000  -29.439000  9.574000  0.25
H  -12.284000  -30.206000  8.214000  0.25
H  -12.499000  -28.406000  8.329000  0.31
C  -11.963000  -31.012000  -1.685000  -0.11
C  -10.624000  -30.880000  -2.343000  -0.39
O  -9.757000  -31.735000  -1.693000  -0.56
H  -11.943000  -30.881000  -0.587000  0.07
H  -12.448000  -31.928000  -1.824000  0.49
H  -12.600000  -30.263000  -1.980000  -0.38
H  -10.162000  -29.889000  -2.193000  0.25
H  -10.762000  -31.208000  -3.328000  0.33
H  -9.533000  -31.243000  -0.903000  0.33
C  -12.775000  -23.858000  -2.154000  0.83
C  -12.474000  -22.609000  -1.531000  -0.86
O  -11.395000  -22.723000  -0.685000  -0.60
H  -13.696000  -23.747000  -2.720000  -0.15
H  -12.924000  -24.644000  -1.469000  -0.52
H  -11.978000  -24.058000  -2.844000  0.42
H  -13.375000  -22.246000  -1.017000  0.22
H  -12.325000  -21.896000  -2.368000  0.45
H  -11.720000  -23.186000  0.098000  0.37
C  -13.978000  -27.231000  -2.085000  -0.68
C  -14.854000  -26.593000  -1.183000  0.67
O  -14.283000  -26.349000  0.072000  -0.26
H  -13.118000  -26.701000  -2.414000  0.12
H  -14.560000  -27.455000  -2.959000  -0.92
H  -13.592000  -28.199000  -1.684000  -0.02
H  -15.586000  -27.322000  -0.963000  1.18
H  -15.237000  -25.700000  -1.670000  -0.08
H  -14.926000  -25.824000  0.517000  -0.07
C  -9.830000  -25.380000  0.113000  -1.92
C  -11.156000  -25.973000  0.259000  1.94
O  -11.343000  -27.017000  -0.616000  -0.51
H  -9.640000  -24.907000  -0.822000  0.34
H  -9.056000  -26.124000  0.231000  0.50
H  -9.740000  -24.749000  0.905000  0.48
H  -11.984000  -25.268000  0.328000  -0.83
H  -11.219000  -26.417000  1.268000  -0.23
H  -12.267000  -27.064000  -0.696000  -0.27
C  -14.683000  -29.766000  -4.770000  -0.87
C  -14.599000  -28.618000  -5.617000  0.26
O  -15.883000  -28.190000  -5.968000  -0.66
H  -15.182000  -30.561000  -5.299000  0.39
H  -15.254000  -29.588000  -3.832000  0.12
H  -13.699000  -30.101000  -4.464000  0.11
H  -14.032000  -28.821000  -6.499000  0.50
H  -14.115000  -27.813000  -5.147000  -0.30
H  -16.251000  -27.661000  -5.268000  0.52

Cartesian forces, eV/Å:
-1.022 -0.424 -2.123
0.629 -0.820 -0.631
-0.595 -0.757 -0.469
-0.142 2.848 0.377
-1.575 0.064 -0.636
0.215 0.168 -0.075
6.296 10.001 1.447
-5.832 -13.378 1.563
-0.106 -1.455 -0.083
0.162 -0.254 0.830
0.169 0.329 0.875
0.259 0.529 0.142
-0.128 0.422 1.732
0.146 -0.067 -0.366
0.092 -0.209 -0.283
0.559 -0.817 -0.194
0.788 0.297 0.271
0.134 0.025 -0.415
-0.502 0.012 0.078
-0.148 0.789 -0.453
-0.011 1.495 -0.104
-0.783 0.238 -0.612
-0.288 0.310 -0.582
1.193 1.090 0.159
-0.849 -0.568 1.143
-0.599 0.429 0.353
-0.438 1.352 -0.128
0.302 -0.924 1.734
-0.626 -0.157 -0.093
3.009 -0.868 0.709
-10.184 5.067 -7.626
10.339 -3.955 6.940
0.767 0.930 1.550
0.598 0.002 -1.558
-0.040 1.385 -0.474
0.845 -1.128 0.509
-0.608 -0.337 -0.577
-0.170 -1.399 0.302
-0.016 0.399 -0.438
-0.096 -0.025 0.143
0.038 -0.093 -0.205
-0.044 0.032 0.709
-1.097 0.437 -1.327
-0.028 0.326 -0.411
-0.766 0.574 -0.210
0.235 -0.471 -0.785
-0.490 0.017 -0.899
-0.589 -1.048 0.204
-0.049 0.377 0.260
0.751 0.608 -0.412
-0.340 -0.928 -0.217
-0.061 0.432 -0.220
-0.638 -0.329 -0.044
0.749 1.739 -0.074
0.294 1.288 -7.782
1.671 -3.401 9.285
-0.491 -0.169 -0.031
-0.283 -0.601 -0.291
0.349 -0.112 0.196
-0.714 -0.346 -0.170
-1.286 0.481 0.389
1.030 -0.835 0.045
0.233 1.118 -0.150
0.533 0.317 -0.237
0.553 -1.266 -0.147
0.072 0.263 -0.047
-0.623 -0.369 0.670
-0.959 1.074 -0.563
-0.312 0.326 -1.350
-0.071 0.616 -0.257
-0.537 0.076 0.141
0.176 -0.628 0.840
0.751 0.589 2.114
-0.621 0.819 1.701
1.611 -1.385 0.503
0.481 0.036 -0.321
-0.435 -1.626 -0.637
-1.745 1.889 -1.057
-0.845 0.168 -0.933
0.430 -0.039 -1.762
0.336 -0.404 0.393
-1.012 -1.023 -2.035
-1.422 2.350 -0.211
1.157 0.536 1.093
-0.176 -0.140 -0.234
-0.008 -1.073 0.828
0.420 -0.698 -0.308
0.159 0.257 0.200
0.564 0.120 0.817
0.345 0.062 -0.115
2.121 -3.027 -1.542
-0.836 0.898 1.421
1.371 0.182 -0.369
0.605 0.828 -0.262
0.034 -0.346 -0.619
-0.358 0.493 -0.189
-1.863 -0.621 -0.198
-0.421 0.465 0.243
-0.181 0.703 1.373
0.704 -1.324 -1.319
-0.364 -0.748 2.276
1.074 -0.175 -1.210
-0.130 0.640 -0.687
0.161 -0.494 0.069
0.705 2.366 2.087
-0.084 0.281 -0.755
0.294 0.264 0.185
-1.853 -0.797 -0.228
-0.093 -2.082 2.259
-0.733 1.442 -0.870
-0.372 -0.439 -1.776
-0.177 -0.487 -0.102
0.229 0.067 -0.536
0.317 -0.275 0.084
0.251 -0.246 -0.885
1.038 1.174 0.864
-0.482 0.675 0.804